DFT (wB97M-V/def2-TZVPD) results for a molecular structure, C53H50N6O2P2SiTc.

Properties
* gap between HOMO and LUMO (spin up / spin down): 7.8 / 6.9 eV
* LUMO level (spin up / spin down): -4.81 / -5.94 eV
* total charge: +2
* largest force on an atom: 0.01521 hartree/bohr
* spin multiplicity: 4

CARTESIAN COORDINATES (ANGSTROEM)
H (3.97892, 0.87688, 2.19138)
C (-4.44453, -2.97067, 0.32901)
H (-3.23451, 3.16682, 3.18410)
C (-1.56493, 1.79123, 3.20666)
H (0.61322, 3.84524, -4.64683)
H (-3.14092, -7.90395, 2.12527)
C (-1.05944, -1.19053, -3.04046)
H (-3.83056, -6.23339, 3.81705)
H (3.42676, -0.06938, 0.01225)
C (-5.05860, -3.33806, -1.96770)
H (-4.56891, -1.74307, -3.32147)
H (-0.92226, -0.31472, 5.80484)
H (-2.59132, 7.30043, -0.08737)
H (-2.09320, -0.14001, -4.44995)
H (4.17985, 1.55136, -4.22832)
C (1.05536, -1.39724, 2.73267)
H (-4.40441, 1.53440, 0.47726)
C (-5.12537, 0.87782, 0.96048)
H (-4.47670, -3.31805, 1.35838)
H (-0.93652, 4.73482, -3.44459)
H (0.02905, 0.43032, 3.69559)
C (-2.64300, 0.97555, 5.67303)
H (2.82195, 3.21196, -5.48252)
C (2.44787, 2.77974, -4.56317)
H (-1.66335, -7.23290, 0.25631)
C (-2.71366, -4.63965, 2.92120)
H (-4.19286, 5.46384, 0.36754)
C (3.59934, 2.76794, 3.10686)
H (-4.16962, 2.42964, 5.28739)
C (-3.86084, -1.75159, -0.00471)
H (2.93418, 4.61637, 3.98681)
C (-0.95717, -2.33092, -3.86204)
H (-3.36015, 3.24959, 1.02564)
C (1.03330, -3.01204, 5.04662)
C (0.04343, -3.14913, 4.08756)
Si (1.31585, -0.18770, 1.25984)
H (-3.50069, -0.35201, -1.58034)
C (-0.92263, 0.83573, 4.00103)
N (-2.61559, -1.57367, 2.19335)
H (4.62946, 2.89812, 3.41850)
H (-3.54140, 2.41538, -1.14609)
C (-2.62301, 3.94969, -2.41692)
C (-1.87204, -4.25179, 1.87536)
C (-3.32511, -0.78298, 1.04352)
C (-2.73420, 2.36862, 3.70291)
H (1.02196, -3.64193, 5.92927)
H (0.64835, -2.22370, -0.45453)
C (0.18941, -2.26869, -1.42328)
H (-1.78495, 0.73580, -2.98840)
H (0.60861, 4.34905, 3.22247)
C (0.03029, -2.34785, 2.94094)
C (2.70867, 1.27275, -2.70491)
C (-0.64407, 2.92231, -2.44299)
C (-2.22954, 6.32442, 0.21517)
H (-5.74955, 1.47714, 1.62102)
C (-0.25975, -3.42251, -3.43788)
C (1.90380, 1.44052, 1.99547)
O (1.02110, 1.07289, -1.06982)
H (2.47761, -1.42059, -0.60270)
H (-0.17498, -4.29643, -4.07185)
N (-1.45674, 2.19283, -1.67124)
C (0.69716, 2.57518, -2.90520)
N (-4.39760, -0.11328, 1.76234)
H (-0.70502, -3.91332, 4.23253)
C (-3.12697, 5.30072, 0.48354)
C (2.76156, -0.88722, 0.30577)
C (-1.29164, 3.83336, 1.06630)
C (-1.95510, -6.50675, 1.00710)
H (-2.28935, -0.82386, 2.80615)
H (0.94975, -4.21064, -1.80769)
C (-3.91942, -1.31653, -1.32316)
Tc (-0.62083, 0.52369, -0.22460)
C (1.20696, 3.13388, -4.08309)
H (-3.05971, 0.66872, 6.62618)
N (-1.70383, -0.10859, -3.52717)
P (-1.19592, -2.58499, 1.60628)
C (-0.39478, 4.85094, 0.73333)
C (-1.45625, 0.42000, 5.21296)
N (-0.51812, -1.16697, -1.79668)
H (-5.51938, -3.95561, -2.73249)
C (-4.51698, -2.10212, -2.29956)
C (-3.17430, -5.94442, 3.00416)
H (2.86238, -0.58651, 3.58711)
H (-0.15840, 6.87965, 0.08594)
P (-0.69466, 2.20817, 1.63064)
C (-1.51033, -5.19287, 0.91364)
C (1.34485, 3.58882, 2.98428)
H (-3.01576, -3.94046, 3.69622)
C (-0.86476, 6.08910, 0.31480)
H (0.67274, 4.68448, 0.80638)
H (-1.43134, -2.30935, -4.83675)
C (3.22497, 1.62867, 2.41271)
C (2.04764, -2.08686, 4.85348)
C (-2.65830, 4.05723, 0.87770)
C (0.35170, -3.38824, -2.17905)
C (1.45514, 1.63087, -2.21737)
N (-1.32638, 3.99596, -2.88543)
H (-5.05687, -0.81283, 2.08779)
H (-5.75679, 0.43403, 0.18449)
H (-3.28769, -2.11995, 2.72164)
C (2.65156, 3.73777, 3.41896)
C (-3.26362, 1.96116, 4.92215)
C (-2.69216, 2.82912, -1.66783)
H (3.31030, -1.58003, 0.95129)
C (-5.02599, -3.76724, -0.64872)
C (3.20126, 1.84024, -3.86348)
H (-5.45922, -4.72145, -0.37286)
C (2.05384, -1.30048, 3.71084)
O (-2.42567, 0.12289, 0.60587)
H (3.28256, 0.54098, -2.14643)
H (2.84068, -1.98375, 5.58629)
C (-2.78812, -6.88191, 2.05029)
C (0.98809, 2.46227, 2.24071)
H (-3.35411, 4.71020, -2.64498)
H (-0.89162, -4.88751, 0.07370)

Force components x, y, z for each atom (eV/Å):
H -0.08 0.07 0.04
C -0.07 0.01 0.10
H -0.06 0.08 -0.21
C -0.10 -0.05 -0.04
H 0.02 -0.05 0.00
H 0.02 0.08 -0.02
C 0.16 0.05 0.23
H 0.05 0.01 -0.05
H -0.10 -0.10 0.07
C 0.01 0.03 -0.11
H 0.02 -0.03 0.06
H -0.02 0.02 -0.03
H 0.02 -0.05 0.03
H 0.01 0.00 -0.06
H -0.06 0.00 0.02
C -0.11 -0.08 -0.02
H -0.03 -0.06 0.11
C 0.05 -0.09 0.05
H 0.05 -0.01 -0.11
H 0.02 0.03 -0.06
H -0.03 0.03 0.04
C 0.01 -0.01 0.04
H -0.02 -0.01 0.08
C 0.05 -0.03 -0.05
H -0.02 0.07 0.07
C 0.02 -0.07 0.02
H 0.07 -0.01 0.03
C 0.03 0.02 0.01
H 0.05 -0.01 -0.02
C 0.11 0.08 -0.14
H -0.01 -0.07 -0.02
C -0.04 -0.05 -0.14
H -0.06 0.00 0.16
C 0.01 -0.04 0.04
C 0.03 0.05 -0.04
Si -0.11 0.06 0.18
H -0.01 -0.03 -0.01
C -0.03 -0.01 -0.06
N 0.14 0.01 -0.29
H -0.07 0.00 -0.02
H 0.17 0.05 -0.08
C 0.15 0.01 -0.19
C -0.04 0.08 0.04
C 0.14 0.00 0.08
C 0.08 -0.04 -0.08
H 0.01 0.05 -0.08
H -0.06 0.01 0.10
C -0.15 0.26 -0.02
H 0.03 0.06 0.03
H 0.05 -0.04 -0.03
C 0.03 0.10 0.05
C 0.21 -0.17 0.10
C -0.29 0.02 0.02
C -0.05 0.02 -0.01
H 0.01 -0.03 0.01
C 0.00 -0.09 -0.04
C 0.04 0.03 -0.02
O 0.52 0.31 -0.10
H 0.15 0.06 0.09
H 0.00 0.04 0.01
N -0.06 -0.17 0.28
C -0.28 0.15 0.00
N 0.03 0.24 0.00
H -0.08 -0.02 -0.03
C 0.02 0.03 0.09
C 0.14 -0.14 -0.22
C -0.14 -0.02 -0.13
C 0.00 0.00 -0.03
H 0.08 0.17 0.24
H -0.05 0.06 -0.03
C 0.04 -0.07 -0.01
Tc -0.53 -0.35 -0.45
C -0.11 0.13 -0.03
H 0.03 0.03 -0.09
N -0.02 -0.09 0.24
P 0.21 -0.04 -0.12
C 0.02 0.00 -0.02
C 0.00 0.00 -0.03
N -0.27 -0.02 -0.19
H 0.05 0.08 0.11
C 0.02 -0.02 0.01
C -0.02 0.01 0.01
H -0.08 -0.07 0.03
H -0.05 -0.08 0.00
P 0.27 0.21 0.39
C 0.02 0.02 -0.07
C 0.04 0.00 0.03
H 0.03 0.02 0.00
C 0.06 0.00 0.00
H -0.05 0.04 0.00
H 0.04 -0.01 0.07
C 0.08 -0.05 0.01
C 0.02 -0.01 0.03
C 0.13 0.12 0.36
C 0.07 -0.15 -0.10
C -0.24 -0.22 0.44
N -0.12 0.14 -0.05
H -0.08 0.01 -0.02
H 0.01 -0.03 -0.01
H -0.15 -0.13 0.14
C -0.04 0.02 -0.01
C -0.02 0.01 -0.03
C 0.10 -0.40 -0.17
H 0.00 0.05 -0.08
C 0.02 -0.01 0.08
C 0.05 -0.01 0.02
H 0.01 0.06 -0.02
C -0.02 0.01 -0.05
O -0.08 -0.14 -0.31
H -0.04 0.09 -0.12
H -0.06 0.00 -0.06
C 0.00 0.01 0.02
C 0.04 0.15 0.06
H 0.14 -0.10 0.01
H -0.05 -0.05 0.07

Here are the Löwdin charges for atoms 1 to 6, given in e: H 0.109; C -0.041; H 0.092; C -0.303; H 0.113; H 0.117